Record 1
Formula: C11H14BHfN7S
Source: the OMol25 dataset
Level of theory: the ωB97M-V functional and the def2-TZVPD basis

Each line ends with the Löwdin charge.
Cartesian coordinates (Å):
H (-2.369, 0.345, 2.850)  0.118
N (-0.960, -0.414, 1.438)  -0.134
B (0.767, -1.849, 0.195)  -0.456
N (-0.232, -1.590, 1.364)  -0.021
C (-0.529, -2.361, 2.414)  -0.003
Hf (-0.672, 1.195, -0.122)  1.844
H (-0.032, -3.306, 2.523)  0.144
C (-1.440, -1.684, 3.221)  -0.004
H (-1.833, -2.016, 4.158)  0.115
C (-1.708, -0.471, 2.580)  -0.082
H (1.281, -2.938, 0.255)  0.138
C (-0.043, 2.827, -1.564)  -0.294
H (-0.675, 3.725, -1.631)  0.000
H (-0.084, 2.355, -2.569)  0.004
H (0.998, 3.180, -1.451)  -0.003
N (1.825, -0.714, 0.268)  -0.007
N (-0.054, -1.669, -1.123)  -0.012
N (1.400, 0.608, 0.194)  -0.120
N (-0.793, -0.529, -1.439)  -0.135
C (3.161, -0.747, 0.368)  0.010
C (-0.252, -2.594, -2.065)  -0.001
H (3.655, -1.706, 0.410)  0.150
H (0.286, -3.522, -1.994)  0.146
C (3.637, 0.567, 0.401)  0.009
C (-1.122, -2.089, -3.033)  0.009
C (2.513, 1.390, 0.255)  -0.074
C (-1.429, -0.784, -2.627)  -0.065
H (4.659, 0.889, 0.531)  0.122
H (-1.473, -2.602, -3.904)  0.118
H (2.399, 2.467, 0.125)  0.117
H (-2.058, -0.037, -3.090)  0.125
H (-0.780, 4.122, 0.745)  0.144
S (-4.136, 3.406, 0.666)  0.978
C (-2.585, 3.317, 0.799)  -0.799
N (-1.319, 3.229, 0.853)  -0.081

The value obtained for the energy above the lowest of the compared OMol25 structures with the same formula, charge and spin is 0.00 kJ/mol. As for the multiplicity: 1. The calculation puts the electronic energy at -34869.658 eV. Its LUMO energy is -8.08 eV. Its orbital gap is 7.7 eV. The molecular weight comes out at 465.651 g/mol. The net charge is +2. The largest force on an atom is 1.98 eV Å⁻¹.

***

Record 2
Formula: H28O14
Source: the OMol25 dataset
Level of theory: the ωB97M-V functional and the def2-TZVPD basis

Each line ends with the Löwdin charge.
Cartesian coordinates (Å):
H (1.118, 0.196, -0.254)  0.012
H (0.191, -0.978, 0.036)  -0.066
H (0.683, 5.134, -0.191)  0.040
H (0.260, 4.482, 0.981)  0.026
H (1.887, 3.148, 1.061)  -0.032
H (1.833, 1.637, 1.323)  0.037
H (-1.116, -2.662, 1.539)  -0.024
H (-0.555, -3.934, 1.205)  0.053
H (-4.040, 3.070, -0.992)  0.032
H (-2.858, 2.383, -1.386)  0.097
H (2.493, -1.649, 3.704)  0.001
H (3.558, -0.861, 4.282)  0.023
H (1.351, -2.329, -1.455)  0.046
H (-0.157, -2.712, -0.985)  0.107
H (3.978, -1.175, -1.262)  0.061
H (3.777, -0.509, -2.500)  -0.009
H (0.816, 0.904, -2.324)  0.037
H (1.996, -0.045, -2.410)  0.017
H (-2.577, 1.919, 0.986)  0.010
H (-4.033, 2.277, 1.104)  0.060
H (5.123, 0.077, 0.467)  0.010
H (4.837, -1.277, 0.164)  0.031
H (-2.544, -3.152, -0.481)  -0.013
H (-3.894, -3.622, 0.181)  0.090
H (-1.819, -0.320, -2.280)  0.015
H (-2.650, -0.965, -3.517)  0.099
H (-3.380, 0.031, 0.593)  0.044
H (-4.596, 0.937, 0.272)  0.074
O (0.252, -0.050, 0.122)  -0.065
O (0.870, 4.360, 0.303)  -0.025
O (1.371, 2.487, 1.426)  -0.054
O (-1.319, -3.535, 1.664)  -0.040
O (-3.308, 2.706, -0.570)  -0.038
O (2.826, -0.784, 3.688)  -0.020
O (0.744, -2.313, -0.724)  -0.055
O (3.972, -0.269, -1.651)  -0.024
O (1.771, 0.881, -2.211)  -0.059
O (-3.300, 1.782, 1.579)  -0.142
O (5.585, -0.656, 0.140)  -0.037
O (-2.892, -3.654, 0.223)  -0.078
O (-1.959, -1.146, -2.772)  -0.102
O (-4.290, 0.189, 0.924)  -0.138

The value obtained for the energy above the lowest of the compared OMol25 structures with the same formula, charge and spin is 876.16 kJ/mol. As for the multiplicity: 1. The calculation puts the electronic energy at -29112.571 eV. Its LUMO energy is -0.63 eV. Its orbital gap is 7.3 eV. The molecular weight comes out at 252.210 g/mol. The largest force on an atom is 6.19 eV Å⁻¹.